23
Properties=species:S:1:pos:R:3 method="wB97M-V/def2-TZVPD" total_charge=-1 homo_ha=-0.1494 e_tot_ha=-575.25643 relative_energy_kj_mol=267.80 homo_lumo_gap_ev=7.506
C -2.06 -3.49 -2.44
C -2.10 -1.91 -2.63
O -1.55 -1.12 -1.79
O -2.79 -1.54 -3.63
H -1.61 -3.82 -1.51
H -1.55 -3.98 -3.34
H -3.06 -4.06 -2.50
C 2.04 3.11 2.06
C 0.09 -0.26 0.54
C 0.41 -0.14 1.89
C 0.47 0.69 -0.44
C 1.11 0.94 2.42
C 0.88 1.86 0.16
C 1.18 2.00 1.45
O -0.14 -1.48 0.13
H -0.71 -1.24 -0.89
H -0.06 -0.80 2.54
H 0.28 0.72 -1.39
H 1.39 1.11 3.49
H 0.97 2.84 -0.51
H 2.70 2.89 2.84
H 1.43 4.04 2.33
H 2.71 3.63 1.24

23
Properties=species:S:1:pos:R:3 method="wB97M-V/def2-TZVPD" total_charge=-1 homo_ha=-0.1286 e_tot_ha=-575.24078 relative_energy_kj_mol=308.90 homo_lumo_gap_ev=6.037
C 3.56 -0.49 -1.59
C 0.09 -0.50 0.04
C -0.54 -1.40 -0.83
C 1.49 -0.27 -0.18
C 2.16 -0.85 -1.27
C 0.21 -2.26 -1.78
C 1.48 -1.97 -2.04
O -1.73 -1.57 -0.35
H -0.51 -0.12 0.87
H 2.00 0.31 0.54
H -0.28 -3.08 -2.21
H -2.39 -2.26 -0.84
H 4.22 -1.27 -1.16
H 3.83 0.54 -1.34
H 2.14 -2.68 -2.53
H 3.86 -0.48 -2.71
C -2.35 2.07 2.67
C -3.39 3.35 2.23
O -2.94 4.44 2.10
O -4.59 3.00 2.11
H -2.82 1.27 3.13
H -1.58 2.50 3.35
H -1.92 1.72 1.77

21
Properties=species:S:1:pos:R:3 method="wB97M-V/def2-TZVPD" total_charge=0 smiles="C[C@]12[C@@H]3C=CC[C@@]1(C)[C@@H]32" homo_ha=-0.3005 e_tot_ha=-349.99869 relative_energy_kj_mol=278.84 homo_lumo_gap_ev=9.216
C -1.42 1.02 -2.44
C -1.70 1.76 -1.32
C 0.65 -1.69 -0.24
C -1.86 -0.86 1.59
C -0.71 -0.36 -2.20
C -1.46 1.37 0.12
C -0.14 0.65 0.19
C -0.34 -0.60 -0.63
C -1.47 -0.11 0.30
H -1.67 1.37 -3.39
H -2.30 2.64 -1.53
H 0.33 -2.74 -0.43
H 0.85 -1.69 0.88
H 1.67 -1.44 -0.60
H -2.25 -1.87 1.38
H -2.56 -0.29 2.26
H -0.91 -1.10 2.09
H 0.25 -0.36 -2.64
H -1.34 -1.19 -2.49
H -1.81 2.17 0.81
H 0.51 0.71 1.09

21
Properties=species:S:1:pos:R:3 method="wB97M-V/def2-TZVPD" total_charge=0 homo_ha=-0.2865 e_tot_ha=-349.80759 relative_energy_kj_mol=780.56 homo_lumo_gap_ev=7.083
C -3.62 0.15 0.23
C -2.18 0.12 -0.55
C -1.39 -0.96 -0.29
C -0.05 -1.34 -0.21
C 0.99 -0.44 -0.06
C 2.36 -1.02 -0.22
C 3.64 -0.69 0.24
C 0.89 1.02 0.39
C 1.60 2.10 -0.35
H -4.00 -0.99 0.21
H -3.87 0.31 1.77
H -4.51 0.89 -0.36
H -1.89 1.23 -0.67
H -2.14 -1.92 -0.02
H 0.00 -2.49 -0.01
H 2.20 -2.00 -0.55
H 3.62 0.24 0.68
H 4.74 -0.92 0.14
H 0.08 1.41 0.97
H 1.32 3.05 -0.01
H 2.22 2.25 -1.34